Below is a cluster of 12 separate species, C37H106N8O12 in total at a distorted geometry, with properties calculated with ωB97M-V/def2-TZVPD.

The geometry in XYZ format:
```
163
Properties=species:S:1:pos:R:3
C -0.08 7.10 6.41
O 0.14 6.22 7.62
C 1.31 5.37 7.63
C 2.57 6.20 7.85
C 3.92 5.52 7.84
N 2.53 6.92 9.10
H -0.26 6.47 5.54
H 0.80 7.73 6.27
H -1.00 7.66 6.57
H 1.13 4.67 8.45
H 1.36 4.81 6.70
H 2.64 7.02 7.14
H 3.96 4.67 8.53
H 4.76 6.18 8.03
H 4.03 5.09 6.85
H 2.54 6.26 9.87
H 1.58 7.24 9.21
C -0.20 5.54 -8.34
O -1.20 4.54 -8.01
C -2.35 5.04 -7.26
C -1.91 5.46 -5.83
C -1.30 4.36 -5.00
N -3.12 5.85 -5.11
H -0.54 6.32 -9.02
H 0.67 5.10 -8.82
H 0.24 5.95 -7.42
H -2.84 5.85 -7.80
H -3.08 4.23 -7.29
H -1.23 6.31 -5.89
H -1.95 3.53 -4.72
H -0.97 4.73 -4.03
H -0.46 3.83 -5.46
H -3.44 6.73 -5.48
H -2.95 6.19 -4.17
C -9.24 -1.09 -1.88
O -8.25 -1.88 -2.51
C -7.58 -1.25 -3.57
C -6.34 -2.08 -4.01
C -5.57 -1.48 -5.22
N -6.83 -3.41 -4.35
H -9.76 -1.67 -1.11
H -9.99 -0.83 -2.63
H -8.89 -0.14 -1.48
H -8.27 -1.06 -4.39
H -7.23 -0.25 -3.30
H -5.64 -2.28 -3.19
H -4.76 -2.13 -5.56
H -5.17 -0.52 -4.91
H -6.15 -1.27 -6.12
H -7.46 -3.58 -3.58
H -7.46 -3.36 -5.13
C 3.19 -8.39 -1.27
O 3.11 -7.39 -2.27
C 3.65 -7.78 -3.56
C 3.51 -6.62 -4.57
C 3.66 -7.02 -6.05
N 4.34 -5.46 -4.28
H 2.69 -7.98 -0.39
H 4.20 -8.61 -0.91
H 2.66 -9.32 -1.49
H 4.70 -8.02 -3.40
H 3.06 -8.63 -3.90
H 2.48 -6.27 -4.44
H 3.36 -6.24 -6.76
H 2.90 -7.76 -6.32
H 4.66 -7.36 -6.32
H 4.15 -5.17 -3.33
H 4.07 -4.70 -4.89
C -7.56 -6.04 1.40
O -7.71 -7.52 1.42
C -8.52 -8.11 0.42
C -10.00 -7.78 0.40
C -10.79 -8.39 1.59
N -10.74 -8.21 -0.76
H -8.51 -5.50 1.35
H -6.98 -5.68 0.55
H -7.06 -5.71 2.31
H -8.10 -7.86 -0.55
H -8.54 -9.19 0.56
H -10.10 -6.70 0.35
H -10.81 -9.47 1.68
H -11.85 -8.13 1.53
H -10.29 -8.01 2.48
H -10.09 -8.11 -1.52
H -10.81 -9.21 -0.65
C 6.53 7.11 3.14
O 7.74 6.43 3.40
C 8.86 7.28 3.77
C 10.00 6.38 4.07
C 9.76 5.29 5.20
N 11.12 7.20 4.46
H 5.76 6.42 2.80
H 6.73 7.74 2.27
H 6.10 7.76 3.90
H 9.14 8.06 3.06
H 8.55 7.86 4.64
H 10.29 5.90 3.14
H 8.94 4.65 4.88
H 9.41 5.64 6.18
H 10.63 4.65 5.32
H 11.96 6.66 4.61
H 10.83 7.57 5.35
C 0.31 1.51 1.39
O -0.36 0.28 1.79
C 0.48 -0.83 2.05
C 0.90 -1.54 0.79
C -0.31 -2.11 -0.02
N 1.86 -2.57 1.07
H 0.94 1.40 0.51
H 1.00 1.87 2.16
H -0.42 2.27 1.10
H 1.30 -0.43 2.64
H 0.02 -1.61 2.64
H 1.49 -0.85 0.17
H -1.05 -1.32 -0.16
H -0.86 -2.84 0.57
H 0.00 -2.53 -0.98
H 1.52 -3.14 1.83
H 1.71 -3.24 0.32
C 2.60 -0.22 -7.01
O 3.81 0.11 -6.35
C 4.41 1.35 -6.66
C 5.39 1.62 -5.47
C 4.68 1.95 -4.16
N 6.17 2.80 -5.77
H 2.47 -1.30 -7.00
H 2.63 0.07 -8.06
H 1.69 0.21 -6.58
H 4.98 1.22 -7.58
H 3.65 2.10 -6.86
H 6.05 0.76 -5.33
H 4.00 2.80 -4.27
H 5.45 2.18 -3.43
H 4.05 1.15 -3.78
H 6.74 2.66 -6.60
H 6.92 2.86 -5.10
C -5.81 2.48 1.30
C -5.97 1.25 2.23
O -4.91 1.21 3.17
H -4.80 2.72 0.98
H -6.14 3.38 1.84
H -6.42 2.44 0.40
H -5.92 0.35 1.63
H -6.93 1.39 2.73
H -4.06 1.16 2.72
C -3.95 -2.42 7.76
O -5.09 -2.23 6.93
H -3.88 -1.70 8.58
H -3.82 -3.42 8.16
H -3.10 -2.29 7.09
H -4.92 -1.48 6.36
C 3.12 -4.98 6.03
O 2.15 -5.78 5.39
H 3.25 -5.15 7.10
H 4.07 -5.03 5.49
H 2.82 -3.93 6.03
H 2.46 -6.69 5.37
C 6.59 -0.43 1.51
O 6.43 -1.79 1.88
H 7.50 -0.15 2.04
H 6.83 -0.34 0.45
H 5.74 0.22 1.70
H 5.55 -2.08 1.65
```

## Properties
E_HOMO, hartree: -0.3351
E, eV: -76569.1722
Structure (SMILES): COC[C@H](C)N.COC[C@H](C)N.COC[C@H](C)N.COC[C@H](C)N.COC[C@H](C)N.COC[C@H](C)N.COC[C@H](C)N.COC[C@H](C)N.CCO.CO.CO.CO
Gap between HOMO and LUMO, Ha: 0.3398
Strongest force on any atom, eV/Å: 2.49